Entry 1:
This record from OMol25 describes a cluster of 2 separate species, C3H12N4 in total at a distorted geometry. The level of theory is ωB97M-V/def2-TZVPD.

CARTESIAN COORDINATES (ANGSTROEM)
N -0.082 -0.962 -2.915
H 1.000 1.855 -0.482
H 0.244 -0.868 -3.868
H -2.226 -0.789 -1.253
H 0.042 1.262 0.898
H 2.022 -0.523 4.209
H 2.830 -0.638 2.652
H -2.105 0.023 0.311
H 0.051 -0.338 3.100
H -1.181 -1.444 -0.007
H -0.694 2.296 -0.301
H -0.925 -1.507 -2.781
C -1.541 -0.512 -0.449
N 0.145 0.072 -2.088
H 0.895 0.695 -2.398
N 1.947 -0.523 3.176
C 0.027 1.484 -0.170
N 0.910 -0.415 2.533
C -0.421 0.311 -0.938

Properties
HOMO = -16.97 eV
Total charge = +2
Relative energy (zero: lowest compared OMol25 entry of this formula, charge and spin) = 83.1 kcal per mole
LUMO energy = -10.44 eV
E = -9246.4243 eV

Mulliken atomic charge list, values in e, 5 entries: -0.65, 0.40, 0.28, 0.56, 0.21


Entry 2:
This record from OMol25 describes a structure of composition C3H12N5 at a distorted geometry. The level of theory is ωB97M-V/def2-TZVPD.

CARTESIAN COORDINATES (ANGSTROEM)
N -0.342 2.305 1.036
C 1.022 -0.763 -0.294
H -2.418 -1.282 -0.460
H 0.306 0.983 -1.058
H 1.281 -1.688 -2.283
C 1.869 -1.117 -1.469
H -0.135 2.737 1.933
H 0.321 -1.374 1.598
H -0.156 2.780 0.083
H -2.673 0.379 1.051
N -2.111 -0.394 -0.716
H 2.606 -1.863 -1.078
H -2.421 1.516 -0.117
N 0.394 0.407 -0.168
H 1.409 -2.575 0.776
N 0.952 -1.584 0.748
C -0.416 0.882 0.858
H 2.344 -0.158 -1.842
N -2.201 0.477 0.217
H -0.099 0.382 1.833

Properties
HOMO (spin up / spin down) = -10.86 / -10.86 eV
Total charge = +1
Relative energy (zero: lowest compared OMol25 entry of this formula, charge and spin) = 125.9 kcal per mole
LUMO energy (spin up / spin down) = -3.32 / -3.32 eV
E = -10745.9460 eV

Mulliken atomic charge list, values in e, 5 entries: -0.46, 0.86, 0.18, 0.31, 0.29


Entry 3:
This record from OMol25 describes a cluster of 2 separate species, C3H12N6 in total at a distorted geometry. The level of theory is ωB97M-V/def2-TZVPD.

CARTESIAN COORDINATES (ANGSTROEM)
H -0.651 -1.513 -0.997
H 2.697 1.450 -1.027
H 2.397 -1.430 -0.750
H -1.154 0.498 1.509
N -1.039 -0.172 0.736
H -3.235 0.614 1.467
H 1.546 -2.265 -2.061
C 1.450 -1.989 -1.015
N 0.276 -1.211 -0.727
H -3.573 0.721 -0.334
H 2.798 1.537 1.301
N 1.004 1.679 0.088
H 1.008 1.247 -1.932
C -3.311 0.023 0.518
H -4.190 -0.565 0.695
N 1.764 2.058 1.245
H 1.134 2.076 1.999
N -2.146 -0.798 0.298
N 0.138 -0.522 0.396
H 1.473 -2.942 -0.395
C 1.613 1.503 -1.015

Properties
HOMO (spin up / spin down) = -6.93 / -6.93 eV
Relative energy (zero: lowest compared OMol25 entry of this formula, charge and spin) = 112.7 kcal per mole
LUMO energy (spin up / spin down) = 0.85 / 0.85 eV
E = -12239.9819 eV

Mulliken atomic charge list, values in e, 5 entries: 0.33, 0.32, 0.23, 0.32, 0.68


Entry 4:
This record from OMol25 describes a structure of composition C3H12N6O3Tl at a distorted geometry. The level of theory is ωB97M-V/def2-TZVPD.

CARTESIAN COORDINATES (ANGSTROEM)
H 3.930 0.350 0.835
O -0.109 0.745 1.492
H -2.080 1.281 3.837
N -1.692 -1.343 -2.675
H 3.879 0.478 -2.404
H -2.024 -0.229 3.007
H -2.373 -1.371 -3.420
O 1.889 -0.568 -0.275
C -2.152 -1.645 -1.520
N -0.139 2.246 3.113
H -0.857 -0.821 -2.900
N -1.616 0.680 3.172
C 2.827 -0.013 -0.807
H -0.672 2.635 3.879
O -1.472 -1.554 -0.499
C -0.567 1.144 2.562
N 2.942 0.279 -2.084
H -3.998 -2.052 -0.739
Tl 0.088 -0.582 0.133
H 2.061 0.298 -2.577
N -3.406 -1.973 -1.554
N 3.957 0.401 -0.174
H 0.698 2.698 2.774
H -3.810 -1.934 -2.479
H 4.697 0.847 -0.697

Properties
HOMO = -20.83 eV
Total charge = +3
Relative energy (zero: lowest compared OMol25 entry of this formula, charge and spin) = 0.0 kcal per mole
LUMO energy = -12.65 eV
E = -23051.7467 eV

Mulliken atomic charge list, values in e, 5 entries: 0.24, -0.61, 0.21, -0.27, 0.23


Entry 5:
This record from OMol25 describes a structure of composition C3H12N6O3Tl at a distorted geometry. The level of theory is ωB97M-V/def2-TZVPD.

CARTESIAN COORDINATES (ANGSTROEM)
C 2.532 -0.846 -2.939
H -0.998 -4.125 2.671
H 0.627 5.698 0.801
N -0.860 4.488 2.519
C -2.389 -2.965 1.717
H 4.264 0.019 -2.311
H -4.117 -3.930 1.166
N 0.577 4.686 0.749
N 1.955 -1.532 -3.951
N -1.928 -4.119 2.273
O -1.683 -1.945 1.723
H -1.114 5.462 2.393
H 1.079 4.307 -0.043
O 1.888 -0.580 -1.894
H -2.470 -4.969 2.162
O -0.126 2.631 1.451
H 4.382 -0.767 -3.853
N 3.819 -0.474 -3.069
N -3.630 -3.043 1.179
H -1.407 3.922 3.159
C -0.108 3.858 1.568
H -3.987 -2.292 0.605
H 0.959 -1.690 -3.890
H 2.308 -1.603 -4.896
Tl 0.427 -0.192 0.710

Properties
HOMO = -19.12 eV
Total charge = +3
Relative energy (zero: lowest compared OMol25 entry of this formula, charge and spin) = 23.8 kcal per mole
LUMO energy = -17.05 eV
E = -23050.7137 eV

Mulliken atomic charge list, values in e, 5 entries: 0.63, 0.26, 0.24, -0.25, 0.69


Entry 6:
This record from OMol25 describes a cluster of 2 separate species, C3H12NO in total at a distorted geometry. The level of theory is ωB97M-V/def2-TZVPD.

CARTESIAN COORDINATES (ANGSTROEM)
H -1.798 1.276 -2.861
H -0.916 -0.521 -1.231
H 2.152 0.310 0.047
H 0.930 -1.701 1.421
H 1.404 1.858 0.236
O -1.743 0.880 -1.992
N -0.443 -0.936 -0.403
H -0.991 -1.594 0.148
H 1.028 0.721 -1.169
C 1.206 0.847 -0.105
C 0.524 -0.761 1.799
H -0.872 0.641 0.826
C 0.074 0.139 0.636
H -1.962 1.563 -1.348
H 1.340 -0.261 2.325
H -0.211 -0.999 2.565
H 0.278 -1.460 -0.895

Properties
HOMO = -16.44 eV
Total charge = +1
Relative energy (zero: lowest compared OMol25 entry of this formula, charge and spin) = 13.8 kcal per mole
LUMO energy = -3.14 eV
E = -6836.8180 eV

Mulliken atomic charge list, values in e, 5 entries: 0.33, 0.26, 0.39, 0.40, 0.37


Entry 7:
This record from OMol25 describes a cluster of 2 separate species, C3H12NO in total at a distorted geometry. The level of theory is ωB97M-V/def2-TZVPD.

CARTESIAN COORDINATES (ANGSTROEM)
C -1.908 -0.240 -1.473
C -0.446 0.172 -1.326
H 1.134 1.151 1.381
H 1.727 1.587 -0.294
N 0.007 0.378 0.030
H -2.161 -0.473 -2.542
H -2.043 -1.250 -0.967
H 0.561 -2.313 1.975
H 2.211 -1.768 1.779
H 0.180 -0.523 -1.901
H 0.500 -0.497 0.336
H -0.285 1.087 -1.852
H 0.195 2.469 0.556
H -2.619 0.556 -1.261
H -0.813 0.288 0.632
C 0.919 1.560 0.499
O 1.246 -1.489 1.969

Properties
HOMO = -16.03 eV
Total charge = +1
Relative energy (zero: lowest compared OMol25 entry of this formula, charge and spin) = 39.9 kcal per mole
LUMO energy = -3.31 eV
E = -6835.6823 eV

Mulliken atomic charge list, values in e, 5 entries: -1.22, -0.33, 0.42, 0.34, -0.19


Entry 8:
This record from OMol25 describes a cluster of 3 separate species, C3H12NO in total at a distorted geometry. The level of theory is ωB97M-V/def2-TZVPD.

CARTESIAN COORDINATES (ANGSTROEM)
H -1.116 1.725 1.471
C -0.889 -1.304 -1.554
H -0.749 0.582 2.467
H 0.685 -0.518 0.650
N 1.394 1.326 0.131
H -1.785 -1.016 -0.940
C 0.401 -0.311 -1.549
H 0.990 2.228 0.576
H -1.205 -1.438 -2.609
O -0.240 -0.265 2.659
H -0.581 0.656 0.125
H 2.264 1.102 0.671
H 0.258 0.526 -2.320
H -0.698 -0.352 3.507
H -0.559 -2.354 -1.275
C 0.386 0.216 -0.132
H 1.443 -0.804 -1.876

Properties
HOMO = -14.93 eV
Total charge = +1
Relative energy (zero: lowest compared OMol25 entry of this formula, charge and spin) = 211.5 kcal per mole
LUMO energy = -10.08 eV
E = -6828.2450 eV

Mulliken atomic charge list, values in e, 5 entries: 0.37, -1.03, 0.11, 0.44, -0.23